No. 1
Density functional theory data (ωB97M-V/def2-TZVPD) for a cluster of 6 separate species, C14H32Cl8O6S2 in total.

Results
- Frontier orbital gap: 10.62 eV
- 2S+1: 1
- Structure (SMILES): CCOS(C)(=O)=O.CCOS(C)(=O)=O.ClCCCl.ClCCCl.ClCCCl.ClCCCl
- Strongest force on any atom: 0.075 hartree/bohr
- Total charge: 0

The geometry in XYZ format:
```
62
C14H32Cl8O6S2 (ωB97M-V/def2-TZVPD)
O 0.8378 -0.3598 4.7585
S 0.5320 -1.1674 3.5529
O 1.2250 -0.8184 2.2737
O 0.8032 -2.7963 3.8771
C 0.5521 -3.2546 5.2342
C 1.9512 -3.3382 5.8731
C -1.2966 -1.2223 3.2196
H 0.2043 -4.2854 5.1663
H -0.1101 -2.6328 5.8368
H 2.6382 -3.8538 5.2020
H 1.9775 -3.8177 6.8516
H 2.2960 -2.3340 6.1197
H -1.7413 -1.5371 4.1637
H -1.2655 -1.9343 2.3948
H -1.5785 -0.1939 2.9938
O -1.5087 -4.4845 -3.8897
S -0.6588 -3.5741 -3.0848
O -0.9623 -2.1671 -2.8109
O -0.4469 -4.3365 -1.5977
C 0.3008 -3.6377 -0.6135
C -0.4292 -3.6432 0.7251
C 1.0544 -3.7413 -3.6709
H 0.5737 -2.6363 -0.9465
H 1.2876 -4.0718 -0.4530
H -0.3846 -4.6848 1.0431
H -1.4882 -3.4049 0.6263
H 0.1286 -3.0986 1.4870
H 1.1482 -3.1875 -4.6051
H 1.3038 -4.7939 -3.8043
H 1.7349 -3.1818 -3.0290
Cl 3.4244 0.6606 -3.8025
C 3.8491 1.9789 -4.9439
C 3.6987 3.3500 -4.2274
Cl 5.0016 3.8695 -3.1163
H 3.1523 1.9258 -5.7804
H 4.8218 1.8376 -5.4151
H 2.7148 3.4240 -3.7641
H 3.7190 4.0893 -5.0280
Cl -3.8699 3.7447 0.3176
C -4.5600 2.6120 1.4768
C -4.3728 1.1201 1.1237
Cl -5.5430 0.7578 -0.0754
H -5.5956 2.8241 1.7425
H -3.9264 2.8443 2.3328
H -4.4394 0.5224 2.0327
H -3.4225 0.8850 0.6444
Cl 1.1359 5.8832 -2.1189
C -0.2079 5.2181 -1.1164
C -1.3304 6.3495 -0.8181
Cl -0.6222 7.6941 0.1369
H 0.2428 4.7626 -0.2346
H -0.7256 4.4193 -1.6474
H -2.2014 5.9644 -0.2879
H -1.7140 6.7482 -1.7572
Cl 0.0658 1.9237 -2.7114
C 0.8385 0.7956 -1.5214
C -0.1874 0.1500 -0.5974
Cl -0.7740 1.3828 0.5047
H 1.6017 1.3370 -0.9623
H 1.2172 -0.0416 -2.1077
H 0.3408 -0.5838 0.0114
H -1.0102 -0.2591 -1.1837
```



No. 2
Density functional theory data (ωB97M-V/def2-TZVPD) for an isolated molecule of C14H32N2O4P2.

Results
- Frontier orbital gap: 9.13 eV
- 2S+1: 1
- Structure (SMILES): CC(C)O[P@@](C)(=O)CN1CCN(C[P@@](C)(=O)OC(C)C)CC1
- Strongest force on any atom: 0.022 hartree/bohr
- Energy above the lowest of the compared OMol25 structures with the same formula, charge and spin: 7.1 kcal per mole
- Total charge: 0

The geometry in XYZ format:
```
54
C14H32N2O4P2 (ωB97M-V/def2-TZVPD)
C -1.0286 0.2820 6.4773
H -1.1147 -0.1616 7.4655
C -2.3308 0.1062 5.7070
C -3.5126 0.7411 6.4266
H -4.4183 0.6100 5.8406
H -3.3356 1.8056 6.5608
H -3.6489 0.2759 7.3987
H -2.5147 -0.9646 5.5496
O -2.2174 0.7303 4.4293
P -1.7330 -0.1484 3.1595
O -1.8147 -1.5932 3.4205
C -2.7928 0.5073 1.8292
H -2.3551 0.2519 0.8692
H -3.7736 0.0474 1.9224
H -2.8752 1.5848 1.9219
C -0.0402 0.5056 2.7930
N 0.2199 0.3609 1.3823
C 0.3516 -1.0302 0.9910
C 0.4520 -1.1239 -0.5257
N 1.6279 -0.3876 -0.9685
C 1.9018 -0.5377 -2.3665
H 2.9209 -0.1868 -2.5611
H 1.8450 -1.6011 -2.6150
C 1.5063 1.0007 -0.5709
C 1.3937 1.0928 0.9473
H 1.2880 2.1403 1.2410
H 2.3154 0.6889 1.4033
H 2.3959 1.5418 -0.9055
H 0.6110 1.4576 -1.0219
H 0.5669 -2.1694 -0.8197
H -0.4629 -0.7251 -0.9806
H -0.5232 -1.5784 1.3402
H 1.2522 -1.4818 1.4436
H -0.0327 1.5665 3.0524
H 0.6993 -0.0159 3.4284
H -0.2205 -0.2086 5.9384
H -0.7941 1.3396 6.5785
P 0.7276 0.3295 -3.5546
O -0.6869 0.2949 -3.1864
O 0.8541 -0.4386 -4.9617
C 1.9264 -0.8649 -5.7905
C 3.0875 0.1175 -5.8394
H 3.5501 0.2038 -4.8589
H 3.8337 -0.2426 -6.5436
H 2.7475 1.0966 -6.1654
C 2.4026 -2.2595 -5.3902
H 1.5446 -2.9018 -5.2097
H 3.0104 -2.2181 -4.4897
H 2.9984 -2.6878 -6.1922
H 1.4661 -0.9253 -6.7866
C 1.3279 2.0534 -3.8453
H 0.9051 2.6847 -3.0701
H 0.9251 2.3700 -4.8052
H 2.4082 2.1501 -3.8455
```